(1)
{"formula": "C13H16Si", "method": "ωB97M-V/def2-TZVPD", "species": ["C", "C", "C", "C", "C", "C", "C", "C", "C", "C", "C", "C", "C", "Si", "H", "H", "H", "H", "H", "H", "H", "H", "H", "H", "H", "H", "H", "H", "H", "H"], "coordinates": [[0.15131, 3.27803, 2.75475], [-0.28249, 2.27536, 3.52762], [0.44244, 3.06361, 1.38103], [-0.56566, 1.05769, 2.94496], [0.13019, 1.78282, 0.78375], [-0.31185, 0.77201, 1.66177], [0.64778, 1.41155, -0.52601], [1.06219, 2.18130, -1.50547], [-2.63187, -1.93517, -1.72196], [-1.57080, -1.29715, -2.18797], [-0.70365, -0.55098, 1.04420], [2.21933, -1.48071, 0.45757], [-0.17764, -1.85518, -1.94774], [0.50691, -1.04261, -0.40668], [0.33948, 4.36753, 3.13782], [-0.36860, 2.35603, 4.62705], [0.80148, 3.76833, 0.79072], [-0.92426, 0.28555, 3.61818], [1.41106, 1.70101, -2.38109], [1.23441, 3.26637, -1.48769], [-3.69999, -1.51808, -1.63376], [-2.61378, -2.86268, -1.22935], [-1.81916, -0.35043, -2.65526], [-0.86827, -1.34227, 1.80724], [-1.79179, -0.38187, 0.70672], [2.16352, -0.54653, 1.07901], [2.25636, -2.40176, 0.92058], [3.01403, -1.37678, -0.20548], [0.42258, -1.62147, -2.85904], [-0.39814, -2.92245, -2.06067]], "mulliken_charge": [-0.4130, -0.4619, -0.8419, -0.3907, 0.4846, 0.3599, 0.0977, -0.8765, -0.8622, -0.0289, -0.8530, -1.1075, -0.8537, 0.2296, 0.2245, 0.3320, 0.4931, 0.3239, 0.2761, 0.2716, 0.2387, 0.3009, 0.2973, 0.4803, 0.3422, 0.2840, 0.3938, 0.3833, 0.3192, 0.5567], "total_energy_ha": -794.32594, "de_lowest_ev": 4.475, "fmax_ev_per_a": 6.3, "orbital_gap_ev": 8.946}


(2)
{"formula": "C2H5O2S2", "method": "ωB97M-V/def2-TZVPD", "species": ["C", "S", "S", "H", "H", "H", "H", "O", "C", "O", "H"], "coordinates": [[-0.45919, 0.70062, 0.73600], [-1.80822, -0.02902, -0.21297], [-1.34336, -2.08928, -0.09405], [0.39283, 0.53392, 0.06127], [-0.28084, 0.34756, 1.74385], [-0.47868, 1.79014, 0.64541], [-0.83382, -1.94656, 1.13747], [2.59891, 0.23030, -0.31667], [2.64994, 1.40133, -0.00383], [1.73685, 2.29166, -0.04176], [3.63945, 1.77636, 0.33704]], "mulliken_charge": [-0.9101, -0.0116, -0.1694, 0.3314, 0.3206, 0.3410, 0.1484, -0.4616, 0.3356, -0.2662, 0.3418], "total_energy_ha": -1025.95082, "de_lowest_ev": 1.483, "multiplicity": 2, "fmax_ev_per_a": 2.0, "orbital_gap_ev": [8.934, 4.402]}


(3)
{"formula": "C37H31I2IrN4O6Si", "method": "ωB97M-V/def2-TZVPD", "species": ["Ir", "O", "C", "O", "C", "C", "N", "N", "C", "C", "O", "O", "H", "H", "H", "I", "C", "C", "C", "I", "C", "C", "C", "C", "N", "C", "C", "O", "H", "H", "H", "H", "C", "C", "C", "C", "Si", "O", "C", "C", "C", "C", "C", "C", "C", "C", "C", "C", "C", "C", "H", "H", "H", "H", "H", "H", "H", "H", "H", "H", "H", "H", "H", "H", "H", "H", "H", "H", "H", "N", "C", "C", "C", "C", "C", "C", "C", "H", "H", "H", "H", "H"], "coordinates": [[12.71308, 12.84290, 15.38908], [10.85349, 14.74317, 20.69117], [11.29966, 15.74934, 19.95749], [11.10308, 16.88840, 20.32972], [11.93517, 15.48086, 18.69561], [12.18774, 16.52810, 17.77531], [12.67217, 15.92457, 16.66712], [12.61328, 14.58010, 16.75652], [12.10943, 14.28687, 17.92624], [11.80485, 12.83462, 18.21318], [11.56464, 12.57181, 19.37344], [11.93659, 12.06431, 17.22113], [11.11710, 13.90276, 20.21950], [11.99218, 17.58486, 17.83032], [12.98620, 16.43083, 15.81970], [17.47640, 13.35289, 13.57088], [16.39714, 11.59829, 13.88566], [16.95066, 10.40182, 13.41483], [16.12815, 9.27471, 13.39387], [16.83258, 7.60929, 12.33827], [14.84217, 9.29163, 14.02946], [13.88840, 8.25197, 13.99305], [12.66346, 8.39260, 14.67913], [12.46725, 9.63615, 15.31847], [13.29556, 10.62693, 15.30862], [14.51428, 10.50399, 14.74098], [15.23278, 11.70918, 14.56240], [14.79836, 12.83852, 15.14869], [17.90300, 10.32068, 12.82279], [14.14558, 7.22028, 13.69846], [12.04957, 7.49341, 14.70101], [11.63132, 9.67678, 15.98175], [8.51023, 15.38104, 12.16618], [9.50558, 14.17544, 12.20763], [10.37867, 14.36208, 10.92272], [8.89094, 12.78546, 12.22573], [10.65397, 14.45074, 13.66529], [11.98683, 13.39172, 13.69371], [11.57553, 16.08698, 13.50588], [12.92025, 16.38722, 13.20670], [13.56124, 17.56629, 13.42145], [12.82150, 18.60196, 14.06185], [11.50657, 18.40729, 14.41608], [10.92748, 17.17478, 14.13452], [9.71230, 14.15488, 15.25498], [9.41707, 15.03229, 16.35795], [8.80100, 14.60878, 17.52133], [8.33999, 13.28911, 17.56570], [8.67373, 12.41316, 16.54358], [9.37353, 12.78746, 15.43144], [7.77361, 15.21928, 11.33598], [9.10444, 16.31341, 12.07272], [7.86619, 15.48828, 13.05877], [9.63284, 14.54722, 10.14452], [11.00446, 13.45263, 10.70172], [10.99714, 15.22676, 10.86845], [8.54660, 12.62038, 11.17166], [8.11039, 12.69646, 12.93099], [9.67527, 12.05792, 12.45706], [13.48666, 15.58089, 12.80250], [14.60267, 17.72877, 13.12460], [13.29418, 19.55684, 14.21334], [10.95776, 19.13754, 14.92487], [9.87839, 17.04329, 14.42122], [9.76593, 16.06375, 16.32689], [8.39733, 15.25553, 18.25510], [7.67884, 12.84133, 18.32670], [8.39441, 11.38220, 16.55129], [9.71629, 11.98154, 14.73749], [15.40554, 14.87562, 10.86595], [14.82702, 13.89555, 10.68512], [14.26774, 12.61594, 10.37392], [13.74434, 11.73630, 11.28651], [13.17764, 10.53591, 10.89361], [13.34995, 10.15638, 9.55711], [13.87257, 11.03201, 8.61782], [14.42553, 12.23880, 9.05603], [13.46113, 12.10497, 12.30988], [12.68149, 9.92415, 11.55090], [13.10807, 9.11860, 9.25316], [14.03903, 10.68680, 7.61466], [14.79383, 12.97370, 8.35821]], "mulliken_charge": [2.5602, -0.5790, 0.2576, -0.6416, 0.2341, -0.4629, -0.1434, -0.3556, 0.5259, 0.3525, -0.8731, -0.8632, 0.4343, 0.5267, 0.2650, 0.0644, -0.1493, -0.5065, -0.0310, 0.0680, 0.6494, -0.5635, -1.2827, -0.1717, -0.0950, 0.3212, 0.4651, -0.8049, 0.3056, 0.2788, 0.4441, 0.4463, -1.5725, 2.0607, -1.6252, -1.7591, -1.0681, -0.4802, 1.2753, -0.3113, -0.7451, -0.4307, -1.2423, -0.2886, 1.2982, -0.5030, -0.9015, -0.8009, -0.7068, -0.0449, 0.4825, 0.3735, 0.2592, 0.5532, 0.1502, 0.4012, 0.5237, 0.3439, 0.1306, 0.4327, 0.4823, 0.3941, 0.5631, 0.5628, 0.1638, 0.5678, 0.3734, 0.4238, 0.0975, -0.5976, -0.1940, 0.3640, 1.2111, -1.0951, -0.4987, -0.6525, -0.6549, 0.1106, 0.7409, 0.3224, 0.4001, 0.4347], "total_energy_ha": -3088.18954, "de_lowest_ev": 0.000, "multiplicity": 5, "fmax_ev_per_a": 3.4, "orbital_gap_ev": [7.327, 6.788]}


(4)
{"formula": "C29H39Cl60N4O4", "method": "ωB97M-V/def2-TZVPD", "species": ["C", "C", "O", "O", "C", "O", "C", "N", "N", "C", "N", "N", "C", "C", "C", "C", "O", "H", "H", "H", "H", "H", "H", "H", "H", "H", "H", "H", "H", "H", "H", "H", "H", "H", "H", "H", "C", "Cl", "Cl", "Cl", "H", "C", "Cl", "Cl", "Cl", "H", "C", "Cl", "Cl", "Cl", "H", "C", "Cl", "Cl", "Cl", "H", "C", "Cl", "Cl", "Cl", "H", "C", "Cl", "Cl", "Cl", "H", "C", "Cl", "Cl", "Cl", "H", "C", "Cl", "Cl", "Cl", "H", "C", "Cl", "Cl", "Cl", "H", "C", "Cl", "Cl", "Cl", "H", "C", "Cl", "Cl", "Cl", "H", "C", "Cl", "Cl", "Cl", "H", "C", "Cl", "Cl", "Cl", "H", "C", "Cl", "Cl", "Cl", "H", "C", "Cl", "Cl", "Cl", "H", "C", "Cl", "Cl", "Cl", "H", "C", "Cl", "Cl", "Cl", "H", "C", "Cl", "Cl", "Cl", "H", "C", "Cl", "Cl", "Cl", "H", "C", "Cl", "Cl", "Cl", "H"], "coordinates": [[-0.09907, 2.45578, -4.49534], [-0.95554, 1.24648, -4.68908], [-1.26424, 0.85733, -5.79314], [-1.39981, 0.62588, -3.51894], [-1.07191, -0.71416, -3.40295], [-1.28926, -1.54518, -4.25731], [-0.43422, -1.12267, -2.07956], [1.04598, -1.06606, -2.16891], [1.47426, -0.37972, -3.35992], [1.66281, -0.46517, -1.04953], [1.35083, 0.76708, -0.57825], [2.59053, -1.15932, -0.48944], [3.40740, -0.80400, 0.66256], [4.90413, -0.75163, 0.27712], [5.43376, 0.68151, 0.13916], [6.39300, 1.06551, 1.26469], [5.80181, 1.93489, 2.21636], [0.31113, 2.53525, -3.50038], [-0.66929, 3.34606, -4.71728], [0.69198, 2.38955, -5.22423], [-0.83534, -0.57969, -1.22882], [-0.73214, -2.14763, -1.96426], [1.50362, 0.62404, -3.17934], [2.43566, -0.65072, -3.52448], [0.40648, 1.04272, -0.80990], [2.03356, 1.50403, -0.80065], [2.77855, -2.06391, -0.89690], [3.14065, 0.16136, 1.05933], [3.24344, -1.53021, 1.44329], [5.46210, -1.29704, 1.01979], [5.01275, -1.23931, -0.68320], [4.64184, 1.41281, 0.05272], [6.01061, 0.72709, -0.77634], [7.27217, 1.56662, 0.87036], [6.74819, 0.18522, 1.77597], [5.39021, 2.65367, 1.74126], [3.51265, 4.30141, -1.67145], [1.93862, 5.03260, -1.92608], [4.02539, 4.45230, 0.00289], [3.45658, 2.57993, -2.13993], [4.23589, 4.80022, -2.30272], [-1.28406, -4.09391, 0.70476], [0.11787, -3.01286, 0.64700], [-2.41243, -3.69324, -0.58935], [-0.80106, -5.78070, 0.61852], [-1.77631, -3.92068, 1.65347], [-0.08020, 0.52091, -8.28183], [1.24383, 1.69384, -8.31594], [-1.44823, 1.09461, -9.23234], [0.47635, -1.05191, -8.85993], [-0.40233, 0.41015, -7.25465], [0.15840, -1.44667, 4.62012], [0.90412, -0.91087, 3.10330], [-0.25666, -3.15654, 4.52826], [1.21758, -1.12247, 5.98750], [-0.75561, -0.88438, 4.75589], [3.99387, -0.70227, -7.69778], [4.14143, -1.97250, -8.89671], [4.37259, -1.28399, -6.06995], [4.99811, 0.68399, -8.11680], [2.96068, -0.37984, -7.68966], [8.45261, -2.67257, 0.33645], [8.25687, -2.59343, 2.08393], [7.07442, -3.49142, -0.40622], [8.65210, -1.05600, -0.34653], [9.34448, -3.24605, 0.12114], [3.25388, -0.66156, 10.03327], [4.87350, -0.04109, 10.34252], [2.02746, 0.43450, 10.66541], [3.00933, -0.93976, 8.30339], [3.15278, -1.61065, 10.54070], [-4.48224, -0.55787, 0.46226], [-3.80809, -0.31206, -1.15266], [-3.17728, -0.74597, 1.64390], [-5.53613, 0.77111, 0.91029], [-5.06012, -1.47189, 0.45185], [1.31346, -7.12918, 4.06398], [1.59200, -7.55206, 5.74601], [-0.37182, -6.65599, 3.80576], [2.41100, -5.84572, 3.54079], [1.50900, -8.00261, 3.45736], [0.46912, 5.00573, 2.06391], [1.66186, 6.26122, 2.39296], [-0.51276, 5.43034, 0.66606], [1.26595, 3.44381, 1.81543], [-0.17933, 4.91978, 2.92470], [-8.80271, 3.34365, 1.65237], [-8.39567, 3.86859, 0.01828], [-9.32482, 1.66079, 1.65862], [-7.42748, 3.57042, 2.74641], [-9.61810, 3.95319, 2.01059], [-5.48776, 7.07736, 2.78906], [-4.94532, 7.36715, 1.13480], [-4.11351, 6.73378, 3.84092], [-6.43010, 8.44539, 3.37451], [-6.12558, 6.20203, 2.78241], [-0.92485, 8.26897, -2.26772], [-0.13710, 9.16194, -3.56391], [-0.98928, 6.54138, -2.65575], [-0.10516, 8.52806, -0.73016], [-1.94038, 8.62824, -2.17530], [-0.84750, -10.84656, 7.22830], [0.88557, -11.19207, 7.26389], [-1.19847, -9.53427, 6.10117], [-1.76771, -12.29052, 6.81774], [-1.15345, -10.52755, 8.21956], [-5.80553, 0.38919, -9.98686], [-7.16615, -0.52510, -9.33161], [-5.11104, -0.45922, -11.36890], [-6.30567, 2.02546, -10.41986], [-5.04999, 0.46090, -9.21637], [-2.79782, 3.31654, 4.85629], [-2.80306, 3.29485, 6.61672], [-1.79087, 2.01239, 4.21351], [-4.43555, 3.21261, 4.21820], [-2.37208, 4.25622, 4.53116], [-10.48691, 7.10161, 2.17852], [-8.80420, 6.61641, 1.92584], [-10.90732, 8.44879, 1.12824], [-11.58953, 5.74490, 1.91772], [-10.59177, 7.42575, 3.20466], [10.23909, -6.18351, 2.85788], [11.58230, -5.04233, 2.91077], [9.17436, -5.82349, 1.49257], [10.82130, -7.84205, 2.77505], [9.66481, -6.07071, 3.76690], [-4.26097, -10.19514, 10.04308], [-2.52736, -10.54456, 10.10820], [-4.58667, -8.90094, 8.89131], [-5.17086, -11.64521, 9.63629], [-4.56990, -9.86288, 11.02424], [-3.10887, 3.07182, -13.20664], [-2.49100, 2.33402, -11.72554], [-4.84499, 3.35902, -13.08996], [-2.24642, 4.57230, -13.54936], [-2.93374, 2.38816, -14.02553]], "mulliken_charge": [-0.8412, 0.5278, -0.6519, -0.1014, 0.1098, -0.5344, 0.0685, 0.4720, -0.4726, -0.8396, 0.2895, 0.5388, -0.9190, -0.5985, 0.4876, -0.4423, -0.5232, 0.1761, 0.3577, 0.3604, 0.6352, -0.0954, 0.0720, 0.3398, 0.2806, -0.2953, 0.3530, 0.5731, 0.4276, 0.3355, 0.3083, -0.5705, 0.3039, 0.2580, 0.2212, 0.2778, -0.3235, 0.0216, -0.0733, -0.1103, 0.4924, -0.0232, 0.0303, -0.1082, -0.1055, 0.2248, 0.8145, -0.1575, -0.0962, -0.1269, -0.3539, -0.1347, 0.0027, -0.0362, -0.0532, 0.2021, 0.9021, -0.1135, -0.1400, -0.1244, -0.5371, -0.1058, -0.0975, -0.1098, -0.1042, 0.4241, 0.0225, -0.1173, -0.1173, -0.0869, 0.3004, -0.1848, -0.0726, -0.0220, -0.0282, 0.3155, -0.0344, -0.0870, -0.1108, -0.1023, 0.3288, 0.0828, -0.1114, -0.0214, 0.0660, 0.0103, 0.2047, -0.0857, -0.1175, -0.0347, -0.0094, 0.7418, -0.1000, -0.1356, -0.1149, -0.3697, -0.0446, -0.1105, -0.0798, -0.0877, 0.3325, 0.5621, -0.1412, -0.0857, -0.1079, -0.2337, 0.2172, -0.1351, -0.1150, -0.1008, 0.1317, 0.1738, -0.1200, -0.0506, -0.0037, -0.0222, 0.0103, -0.0184, -0.1161, -0.1422, 0.2992, 0.0370, -0.1180, -0.0959, -0.1134, 0.2922, 0.0216, -0.1318, -0.1125, -0.1047, 0.3327, -0.0387, -0.0306, -0.1010, -0.1260, 0.3003], "total_energy_ha": -29259.54763, "fmax_ev_per_a": 2.7, "orbital_gap_ev": 8.693, "charge": 1}